a | DFT (ωB97M-V/def2-TZVPD) results for 2 unconnected molecules or ions with the total composition C6H10NO.

The geometry in XYZ format:
```
18
Properties=species:S:1:pos:R:3
C 3.66152 0.26224 -1.15188
C 0.45359 -1.74943 0.51083
C 0.11741 -0.57667 0.10625
C -2.96069 0.05663 -0.49954
C 2.22024 0.84975 0.74446
C -1.80185 0.79099 0.15079
N 2.93469 0.49177 -0.26535
O -0.55744 0.30940 -0.43576
H 3.94000 -0.21028 -2.05346
H -0.14525 -2.60863 0.22849
H 1.33788 -1.97705 1.07854
H -2.95783 0.21481 -1.57572
H -2.91110 -1.01100 -0.29756
H -3.89020 0.44137 -0.09156
H 1.73924 1.81170 0.69414
H 2.43051 0.41425 1.70409
H -1.77804 0.63235 1.23137
H -1.83270 1.85780 -0.07815
```

HOMO level (spin up / spin down) = -12.1 / -12.1 eV
LUMO energy (spin up / spin down) = -0.1714 / -0.1715 hartree
Net charge = +1

b | DFT (ωB97M-V/def2-TZVPD) results for 2 unconnected molecules or ions with the total composition C6H10NO.

The geometry in XYZ format:
```
18
Properties=species:S:1:pos:R:3
C -2.98182 -0.34512 0.01370
C -1.77182 0.19730 0.23515
C -4.22120 -0.01218 0.25735
C 0.97493 -0.37754 1.29778
C 1.46603 0.31548 -1.14520
C -0.66498 0.70161 0.17932
N 0.74240 0.60536 0.15852
O -5.35959 -0.20108 0.56178
H -2.69591 -1.28660 -0.58756
H 2.05284 -0.34119 1.51212
H 0.43758 0.04531 2.18981
H 0.55166 -1.41974 0.94085
H 1.70617 1.30033 -1.79070
H 2.45283 0.17644 -0.91755
H 1.14643 -0.42530 -1.89069
H -1.58516 0.24284 -2.02403
H -1.38723 0.58711 -2.68846
H 1.31704 1.38366 0.68708
```

HOMO level = -12.8 eV
LUMO energy = -0.1416 hartree
Net charge = +1

c | DFT (ωB97M-V/def2-TZVPD) results for a gas-phase ion, C6H10NO (charge +1).

The geometry in XYZ format:
```
18
Properties=species:S:1:pos:R:3
C -1.10734 0.24559 0.28486
C 2.27432 0.64814 0.53808
C -2.38054 -0.07877 0.29873
C 3.20538 -0.34398 0.02303
C -2.82422 -1.31061 -0.47422
C 1.13391 1.19425 -0.35075
N 0.04310 0.56000 0.18536
O -3.34476 0.65156 0.91719
H 2.81872 -0.68907 -0.92393
H 3.62231 -1.20207 0.50399
H 4.12704 0.06784 -0.15986
H -2.02287 -1.80091 -1.09129
H -3.63248 -1.02141 -1.13453
H -3.26793 -1.99641 0.22325
H 0.87361 2.27108 -0.31234
H 2.12890 0.64421 1.61180
H 1.28368 0.79232 -1.45239
H -2.93087 1.36824 1.31303
```

HOMO level (spin up / spin down) = -12.1 / -13.5 eV
LUMO energy (spin up / spin down) = -0.2340 / -0.1540 hartree
Net charge = +1

Most stable to least stable, the ends of the list are c and b.

a | DFT (ωB97M-V/def2-TZVPD) results for 2 unconnected molecules or ions with the total composition C3H10S2.

The geometry in XYZ format:
```
15
Properties=species:S:1:pos:R:3
C 0.36073 -1.76421 1.40814
S 1.62124 -2.22624 0.33172
S 0.61193 -1.92410 -1.51079
H -0.37252 -2.60895 1.76655
H 0.90738 -1.27918 2.45741
H -0.25030 -0.92647 1.01602
H 1.75876 -1.96526 -2.18818
C -1.21928 1.34721 0.09592
C 0.09896 1.87816 -0.85039
H -1.32317 0.27133 0.06780
H -1.14464 1.52697 1.10978
H -2.16677 1.70651 -0.48448
H 0.93532 1.68441 -0.28053
H 0.09777 2.90771 -1.11437
H 0.08459 1.37208 -1.82460
```

SMILES string = CSS.CC
HOMO level = -8.2 eV
LUMO energy = 0.0146 hartree

b | DFT (ωB97M-V/def2-TZVPD) results for 2 unconnected molecules or ions with the total composition C3H10S2.

The geometry in XYZ format:
```
15
Properties=species:S:1:pos:R:3
C 1.23171 -0.08841 -1.20576
C 1.02297 0.55304 0.15668
C 0.67563 -0.47755 1.21119
H 2.07204 -0.77430 -1.15969
H 1.30824 0.65177 -1.99719
H 0.33971 -0.67643 -1.42994
H 0.21971 1.28992 0.04781
H 1.87327 1.14675 0.49156
H 0.53126 -0.03822 2.19918
H -0.22401 -1.02787 0.93168
H 1.49608 -1.18686 1.34586
S -2.86785 -0.89532 -0.63350
S -2.76385 0.32967 1.02297
H -1.92229 -0.29567 -1.37038
H -2.99262 1.48948 0.38952
```

SMILES string = CCC.SS
HOMO level = -9.1 eV
LUMO energy = 0.0121 hartree

Most stable to least stable, the ends of the list are b and a.

a | DFT (ωB97M-V/def2-TZVPD) results for a single C14H22N2O3 molecule.

The geometry in XYZ format:
```
41
Properties=species:S:1:pos:R:3
C -7.19110 0.66561 -0.12320
C -5.66195 0.62825 0.30462
O -5.28865 1.36391 1.24217
N -4.96132 -0.21212 -0.46280
C -3.63037 -0.64848 -0.42937
C -2.93264 -0.01749 0.78957
C -1.62657 -0.38535 1.01340
C -0.97008 -1.11287 -0.18034
O 0.38064 -1.70509 -0.15539
C 1.22017 -0.92193 1.00134
C 2.58225 -1.62431 0.63394
O 3.29358 -1.25640 2.00637
C 3.17986 -1.25255 -0.51609
N 3.38034 0.29805 -1.02292
C 4.18363 1.06873 -0.39969
C 3.57932 1.86193 1.10524
C 4.75361 2.14399 -1.34549
C -1.78424 -1.64998 -1.17410
C -3.02532 -1.39475 -1.19472
H -7.84963 1.37593 0.43098
H -7.79005 -0.20417 -0.07701
H -7.18414 0.94584 -1.07519
H -5.45349 -0.63263 -0.94997
H -3.29634 0.75510 1.27345
H -0.92270 0.38101 1.68673
H 0.82040 -1.41994 1.94111
H 1.22161 0.01873 0.91779
H 2.51762 -2.66569 0.76608
H 4.30987 -1.66978 1.78992
H 2.64026 -1.59535 -1.41847
H 4.20682 -1.62122 -0.75961
H 2.32528 0.65550 -0.87681
H 5.13619 0.42590 0.03125
H 3.40560 1.15124 1.75864
H 4.39911 2.46481 1.54503
H 2.82944 2.54902 0.45785
H 5.05500 1.44601 -2.23156
H 5.48934 2.91536 -0.95565
H 3.74676 2.71108 -1.50384
H -1.37267 -2.25686 -1.88021
H -3.71543 -1.57900 -1.96305
```

SMILES string = CC(=O)Nc1ccc(OC[C@H](O)CNC(C)C)cc1
HOMO level = -8.2 eV
LUMO energy = 0.0243 hartree

b | DFT (ωB97M-V/def2-TZVPD) results for a single C14H22N2O3 molecule.

The geometry in XYZ format:
```
41
Properties=species:S:1:pos:R:3
C 1.83857 -3.66392 0.36490
C 0.50498 -3.57781 1.10666
C 0.69675 -2.85243 2.44613
N -0.45080 -2.96335 0.20224
C -1.84395 -2.95385 0.57751
C -2.33996 -1.74103 1.39664
O -3.73155 -1.83108 1.63007
C -2.12632 -0.41890 0.65340
O -0.75934 -0.07763 0.72303
C -0.34581 1.09563 0.16557
C -1.16906 2.00293 -0.48845
C -0.62903 3.16457 -1.01767
C 0.72405 3.44967 -0.90825
C 1.31585 4.68999 -1.50965
C 2.08627 4.39270 -2.79610
N 1.43827 3.55772 -3.63954
O 3.15924 4.88303 -3.05637
C 1.54136 2.53122 -0.25403
C 1.01860 1.37224 0.27496
H 1.69248 -4.13484 -0.60303
H 2.55733 -4.24542 0.93595
H 2.24341 -2.66677 0.20678
H 0.14494 -4.59665 1.30204
H 1.56213 -3.25456 2.96763
H 0.85467 -1.78967 2.27366
H -0.17096 -2.97674 3.08985
H -0.14529 -2.02575 -0.03358
H -2.05784 -3.87168 1.13643
H -2.44037 -2.97904 -0.34507
H -1.80021 -1.67723 2.35251
H -3.92609 -2.69311 2.01396
H -2.74608 0.34446 1.14030
H -2.45104 -0.52689 -0.38989
H -2.22729 1.82155 -0.58862
H -1.28614 3.86373 -1.51660
H 2.01126 5.16625 -0.81739
H 0.53065 5.40784 -1.75708
H 0.58869 3.09560 -3.36692
H 1.89029 3.28383 -4.49564
H 2.59795 2.73383 -0.16203
H 1.64937 0.66154 0.78568
```

SMILES string = CC(C)NC[C@H](O)COc1ccc(CC(N)=O)cc1
HOMO level = -8.6 eV
LUMO energy = 0.0243 hartree

Most stable to least stable, the ends of the list are b and a.

a | DFT (ωB97M-V/def2-TZVPD) results for a gas-phase ion, C2H7N2 (charge +1).

The geometry in XYZ format:
```
11
Properties=species:S:1:pos:R:3
N 1.86064 0.16588 0.70355
C 0.68132 -0.27827 0.23471
C -0.19469 0.39941 -0.60136
N -1.60730 -0.21020 -0.59754
H 2.16864 -0.04152 1.64955
H 2.62109 0.88330 0.48106
H 0.24381 -1.14375 0.69971
H 0.01822 1.35693 -1.00406
H -2.21953 -0.00858 -1.34197
H -1.44719 -1.21942 -0.45448
H -2.12502 0.09622 0.23083
```

SMILES string = N/C=C/[NH3+]
HOMO level = -13.2 eV
LUMO energy = -0.1340 hartree
Net charge = +1

b | DFT (ωB97M-V/def2-TZVPD) results for a gas-phase ion, C2H7N2 (charge +1).

The geometry in XYZ format:
```
11
Properties=species:S:1:pos:R:3
N -1.97175 0.13582 0.22156
C -0.57022 -0.19000 -0.07065
C 0.86863 0.65088 0.24194
N 1.92586 -0.06644 0.17860
H -2.36356 0.78524 -0.44007
H -2.27713 0.44682 1.13229
H -0.49857 -0.55263 -1.07603
H -0.31080 -1.05142 0.47315
H 1.04744 1.64591 0.73877
H 2.65537 0.35723 0.73467
H 2.29172 -1.04129 -0.04081
```

SMILES string = NCC=[NH2+]
HOMO level = -14.3 eV
LUMO energy = -0.1955 hartree
Net charge = +1

Most stable to least stable, the ends of the list are a and b.